--- i ---
C10H10O2 in the gas phase, computed with wB97M-V/def2-TZVPD.

Structure (XYZ):
```
22
Properties=species:S:1:pos:R:3
C 2.804 -1.366 0.646
C 3.022 -0.163 -0.232
C 2.153 0.799 -0.533
C 0.701 0.748 -0.298
C -0.023 1.870 0.069
C -1.405 1.895 0.269
C -2.087 0.701 0.054
C -3.550 -0.959 0.028
C -1.396 -0.435 -0.280
C -0.048 -0.440 -0.534
H 2.667 -2.320 0.036
H 1.880 -1.309 1.254
H 3.593 -1.470 1.396
H 4.027 -0.005 -0.448
H 2.541 1.755 -0.927
H 0.560 2.826 0.180
H -1.944 2.811 0.397
H -3.924 -1.365 0.975
H -4.259 -1.196 -0.820
H 0.370 -1.392 -0.984
O -3.391 0.479 0.152
O -2.290 -1.466 -0.399
```

Computed properties:
Structure (SMILES): C/C=C\c1ccc2c(c1)OCO2
Gap between HOMO and LUMO: 8.728 eV
Net charge: 0
2S+1: 1



--- ii ---
C10H10O2 in the gas phase, computed with wB97M-V/def2-TZVPD.

Structure (XYZ):
```
22
Properties=species:S:1:pos:R:3
C -3.448 0.025 -0.037
C -2.001 -0.108 -0.375
C -1.364 -1.264 0.462
C 0.813 -0.855 -0.062
C 2.089 -1.338 0.004
C 3.118 -0.338 0.083
C 2.798 1.067 0.016
C 1.461 1.310 -0.017
C 0.424 0.490 0.077
C -1.013 0.962 -0.048
H -4.124 -0.774 -0.390
H -3.951 1.055 -0.289
H -3.639 -0.323 1.143
H -1.948 -0.447 -1.483
H -2.179 -2.148 0.443
H -1.381 -0.796 1.449
H 2.213 -2.448 0.090
H 4.076 -0.841 0.043
H 3.487 1.788 -0.382
H 1.266 2.345 -0.131
O -0.236 -1.717 -0.283
O -1.149 2.078 0.145
```

Computed properties:
Structure (SMILES): C[C@@H]1COc2ccccc2C1=O
Gap between HOMO and LUMO: 9.341 eV
Net charge: 0
2S+1: 1



Least stable: ii



--- i ---
A molecular structure, C32H40FN6O2SiTi, computed with wB97M-V/def2-TZVPD.

Structure (XYZ):
```
83
Properties=species:S:1:pos:R:3
Ti -0.269 -0.533 -0.349
C -1.455 -2.796 1.385
N -0.480 -2.703 0.277
C -0.958 -3.464 -0.890
C -0.392 -2.921 -2.174
C -0.288 -3.732 -3.299
C 0.094 -3.171 -4.507
C 0.355 -1.808 -4.543
C 0.264 -1.076 -3.373
N -0.091 -1.613 -2.198
C 0.857 -3.208 0.661
C 1.994 -2.262 0.383
C 3.268 -2.560 0.873
C 4.302 -1.665 0.672
C 4.041 -0.515 -0.070
C 2.764 -0.310 -0.559
N 1.744 -1.145 -0.306
C -2.115 -1.482 1.736
C -3.002 -1.418 2.812
C -3.619 -0.217 3.113
C -3.344 0.894 2.320
C -2.441 0.762 1.283
N -1.826 -0.399 1.011
H -0.970 -3.163 2.298
H -2.246 -3.519 1.139
H -2.049 -3.383 -0.965
H -0.727 -4.536 -0.800
H -0.510 -4.787 -3.229
H 0.179 -3.776 -5.397
H 0.632 -1.317 -5.462
H 0.450 -0.011 -3.376
H 1.068 -4.168 0.167
H 0.892 -3.414 1.734
H 3.438 -3.463 1.439
H 5.283 -1.854 1.083
H 4.820 0.205 -0.259
H 2.533 0.551 -1.173
H -3.203 -2.299 3.402
H -4.309 -0.144 3.941
H -3.825 1.838 2.513
H -2.187 1.601 0.641
C 1.596 2.215 -3.084
Si 0.418 2.462 -1.591
C 1.524 2.820 -0.052
C -0.408 4.181 -1.760
N -0.671 1.031 -1.375
C -1.854 1.008 -2.109
C -2.295 1.995 -3.013
C -3.525 1.938 -3.642
C -4.397 0.883 -3.438
C -3.994 -0.144 -2.605
C -2.767 -0.050 -1.995
F -2.391 -1.146 -1.192
H 2.381 2.964 -3.023
H 1.079 2.402 -4.021
H 2.098 1.253 -3.170
H 2.337 3.450 -0.399
H 1.983 1.968 0.439
H 0.957 3.420 0.658
H 0.280 4.930 -1.374
H -1.346 4.287 -1.218
H -0.596 4.463 -2.792
H -1.663 2.831 -3.233
H -3.812 2.736 -4.307
H -5.354 0.846 -3.923
H -4.613 -1.007 -2.425
O 0.520 -1.220 2.590
C 0.542 -0.016 2.418
O 0.466 0.555 1.277
C 0.595 0.927 3.653
N 1.055 2.290 3.240
C 2.378 2.550 3.895
C 2.885 1.162 4.264
C 1.604 0.459 4.699
H -0.419 0.967 4.061
H 0.379 3.017 3.489
H 1.143 2.278 2.204
H 2.218 3.143 4.797
H 3.045 3.098 3.230
H 3.620 1.203 5.062
H 3.330 0.657 3.403
H 1.307 0.797 5.690
H 1.691 -0.625 4.719
```

Computed properties:
Gap between HOMO and LUMO: 7.120 eV
Net charge: +3
2S+1: 1



--- ii ---
A molecular structure, C32H40FN6O2SiTi, computed with wB97M-V/def2-TZVPD.

Structure (XYZ):
```
83
Properties=species:S:1:pos:R:3
Ti -0.435 -0.585 0.169
C -1.361 0.568 2.813
N -1.060 -0.797 2.268
C 0.097 -1.383 2.985
C 1.303 -0.542 2.684
C 2.366 -0.434 3.559
C 3.419 0.409 3.234
C 3.339 1.146 2.063
C 2.239 0.985 1.242
N 1.245 0.133 1.523
C -2.258 -1.647 2.410
C -3.239 -1.210 1.361
C -4.603 -1.392 1.484
C -5.433 -0.911 0.482
C -4.863 -0.242 -0.594
C -3.490 -0.116 -0.651
N -2.681 -0.606 0.299
C -1.016 1.723 1.906
C -0.910 2.997 2.430
C -0.702 4.066 1.570
C -0.618 3.822 0.206
C -0.698 2.519 -0.240
N -0.879 1.479 0.591
H -2.430 0.641 3.018
H -0.849 0.699 3.768
H -0.090 -1.428 4.061
H 0.256 -2.402 2.632
H 2.365 -0.994 4.485
H 4.270 0.507 3.894
H 4.117 1.846 1.789
H 2.146 1.575 0.340
H -1.986 -2.692 2.263
H -2.686 -1.562 3.411
H -5.006 -1.893 2.354
H -6.505 -1.038 0.551
H -5.478 0.182 -1.374
H -3.014 0.402 -1.473
H -1.005 3.157 3.496
H -0.611 5.073 1.956
H -0.485 4.633 -0.496
H -0.623 2.284 -1.294
C -1.371 -3.945 0.138
Si 0.522 -3.772 0.130
C 1.289 -4.482 1.704
C 1.170 -4.699 -1.378
N 0.859 -1.997 0.019
C 2.017 -1.658 -0.687
C 3.170 -2.452 -0.805
C 4.191 -2.124 -1.680
C 4.134 -0.974 -2.460
C 3.055 -0.114 -2.311
C 2.072 -0.482 -1.430
F 0.996 0.411 -1.217
H -1.743 -4.365 1.075
H -1.652 -4.661 -0.636
H -1.903 -3.020 -0.088
H 1.628 -5.497 1.484
H 0.599 -4.574 2.545
H 2.163 -3.918 2.040
H 0.491 -5.521 -1.613
H 2.147 -5.142 -1.185
H 1.263 -4.071 -2.266
H 3.272 -3.330 -0.180
H 5.055 -2.772 -1.749
H 4.929 -0.733 -3.151
H 2.993 0.826 -2.846
O -1.184 0.620 -2.857
C -0.967 -0.584 -2.732
O -0.954 -1.221 -1.622
C -0.668 -1.398 -4.009
N -0.915 -0.485 -5.176
C -2.195 -0.931 -5.824
C -2.162 -2.439 -5.631
C -1.593 -2.615 -4.214
H 0.384 -1.683 -3.977
H -0.150 -0.506 -5.847
H -0.994 0.461 -4.765
H -2.227 -0.617 -6.863
H -3.020 -0.471 -5.282
H -1.500 -2.895 -6.369
H -3.144 -2.890 -5.749
H -1.049 -3.550 -4.115
H -2.387 -2.612 -3.466
```

Computed properties:
Gap between HOMO and LUMO: 6.877 eV
Net charge: +3
2S+1: 1



Least stable: i



--- i ---
2 unconnected molecules or ions with the total composition C4H9N2O, computed with wB97M-V/def2-TZVPD.

Structure (XYZ):
```
16
Properties=species:S:1:pos:R:3
C -0.335 -1.482 -1.434
C -0.001 -0.121 -1.002
C -0.317 1.076 -1.562
N -0.071 2.036 -0.619
C 0.430 1.467 0.468
N 0.589 0.173 0.212
H 0.398 -2.231 -1.164
H -0.441 -1.597 -2.513
H -1.274 -1.850 -1.007
H -0.801 1.266 -2.502
H -0.308 3.014 -0.578
H 0.920 2.038 1.250
H 0.554 -0.486 1.002
H 0.325 -1.868 3.144
H 0.041 -0.461 3.543
O 0.290 -0.975 2.760
```

Computed properties:
Gap between HOMO and LUMO: 10.788 eV
Net charge: +1
2S+1: 1



--- ii ---
A gas-phase ion, C4H9N2O (charge +1), computed with wB97M-V/def2-TZVPD.

Structure (XYZ):
```
16
Properties=species:S:1:pos:R:3
C -0.670 -0.474 -1.392
C 0.186 -1.229 -0.374
C -0.986 0.674 0.432
C 1.570 0.876 0.118
N -1.287 0.511 -0.927
N 0.481 -0.079 0.538
O -1.775 -0.097 1.292
H -0.828 -0.952 -2.415
H -0.498 -1.904 0.204
H 1.123 -1.759 -0.677
H -0.849 1.706 0.705
H 1.257 1.622 -0.580
H 1.924 1.535 0.853
H 2.434 0.289 -0.152
H 0.582 -0.471 1.426
H -2.665 -0.247 0.949
```

Computed properties:
Structure (SMILES): C[N@@H+]1CC=N[C@H]1O
Gap between HOMO and LUMO: 11.653 eV
Net charge: +1
2S+1: 1



Least stable: ii